174
Properties=species:S:1:pos:R:3 method="wB97M-V/def2-TZVPD" fmax_ev_per_a=1.07 gap_ev=5.75
H -4.197 4.695 5.019
N 3.548 -1.103 -3.308
C 4.784 1.834 -5.362
H 0.739 -1.066 -5.071
H -2.930 5.356 -5.125
O -0.481 4.998 2.682
Sc -1.233 -0.793 -0.091
N -2.304 3.837 3.156
H -0.673 8.026 -2.078
C 1.175 -1.598 2.454
C -3.129 4.303 -5.006
H 3.843 2.384 -5.320
H -6.522 1.140 4.889
O -3.078 -1.287 -0.397
H -1.408 6.297 0.485
C -2.617 3.640 -3.891
C -4.215 -1.836 -0.681
H -1.006 0.961 -5.173
C 6.889 -2.481 0.454
H 2.780 -3.990 -1.155
H 6.102 -2.732 -0.261
H 0.369 -6.212 2.483
C 6.339 -2.482 1.894
H -2.405 4.268 5.904
H 0.594 -0.223 4.943
N -0.660 -0.353 -2.140
C 0.270 4.865 -1.047
H 1.762 -3.642 6.579
C -4.788 1.166 3.617
H 7.937 -1.219 2.623
N -0.839 -0.268 1.949
H -0.710 -5.305 4.324
C -1.375 5.563 -2.869
C 2.056 -2.111 3.546
C -0.733 0.366 -4.318
H 2.568 0.417 -6.044
C 3.510 -0.107 -6.217
C -5.258 -4.882 -2.677
C -3.606 1.589 -4.704
H 8.287 -2.954 2.705
H 7.690 -3.216 0.365
H -4.973 0.182 3.203
C 5.906 -0.389 -5.348
C 0.159 -0.651 -4.262
H 4.240 -3.407 6.504
H -6.089 3.409 5.774
H 0.212 -4.520 2.032
H 0.413 -2.760 4.751
C 1.421 -4.057 -3.835
H -1.661 1.201 4.812
C -2.697 1.712 -1.330
H 5.255 2.012 -6.330
C -1.443 4.887 3.423
H 4.769 -2.725 -5.162
C -4.085 -5.173 -3.353
C 1.886 -2.830 -3.380
H 6.070 -0.643 -6.397
H -4.468 3.022 -1.734
C -3.014 -3.449 2.415
H -2.067 -4.605 -3.794
H -2.026 5.798 6.704
C 1.309 -2.303 -1.034
C 4.056 0.114 -3.744
C -1.725 5.116 5.907
O -1.477 6.341 -3.796
C -3.870 2.492 -1.010
H -4.257 4.140 -6.812
H 3.314 -1.174 -6.214
C -2.965 -4.367 -3.242
C -2.847 2.259 -3.749
C -0.491 6.835 4.612
H -6.127 -5.516 -2.786
H -2.711 7.500 3.584
H -1.279 -6.909 0.879
C -4.060 2.384 0.325
C -5.290 -3.773 -1.845
H 2.818 -3.746 1.513
H -2.517 6.906 -0.763
H -2.440 5.173 -0.399
C -2.987 1.563 0.831
H 3.868 0.168 -7.211
H 5.429 2.218 -4.575
C -3.685 1.881 3.179
C 4.217 -2.458 4.587
C 3.821 -3.077 -4.789
H 6.525 -4.610 1.955
C 3.628 -3.065 5.680
H -0.382 7.353 3.662
I -3.991 -6.888 -4.572
C -1.070 -5.841 0.915
H -3.913 -4.050 2.558
N 4.079 -1.351 2.433
H -3.339 7.131 5.192
C -4.125 2.257 -5.799
C -5.421 2.970 5.044
O -5.274 -1.541 -0.158
H 5.980 -1.296 -4.751
C 2.249 -3.187 5.727
C -2.952 6.689 4.272
H 0.482 -4.430 -3.445
C 2.134 -4.793 -4.766
C 1.083 -2.055 -2.390
H -0.645 7.571 5.403
C -1.301 -5.186 3.414
H -2.151 -2.614 -2.317
C 3.104 -2.321 -3.864
C 5.751 -3.868 2.157
C 0.214 -1.082 -2.892
C -2.297 -3.816 1.152
C 3.464 -2.019 3.500
H -6.183 -3.506 -1.296
H 4.920 -4.074 1.481
C -2.762 1.265 2.179
H -3.262 -2.389 2.455
H -2.382 -3.650 4.469
H -0.212 3.913 -0.806
C 1.487 -2.688 4.685
H 7.211 -2.213 3.892
H 3.911 -4.857 -5.964
H 0.399 7.593 -0.731
N 0.774 -1.604 0.012
C -1.939 -3.781 3.479
C -1.680 5.869 4.568
C 7.513 -2.198 2.844
H -1.672 3.713 -2.096
N -1.875 4.287 -2.897
C -1.207 0.609 4.033
C -1.674 0.534 2.676
C 5.375 -1.278 1.949
C -4.329 3.708 4.610
C 2.238 -3.288 -0.541
O -1.529 -3.063 0.576
H 0.743 5.211 -0.128
C 0.003 7.264 -1.693
C -2.235 1.483 -2.633
N -2.365 -5.146 0.840
H 1.762 -5.749 -5.110
C 2.269 -3.152 0.804
C 4.551 0.331 -5.177
C 0.145 -0.700 2.796
C -5.662 1.702 4.551
C -0.352 -5.436 2.219
C -3.437 3.183 3.676
H -4.716 1.721 -6.531
H -3.740 6.102 3.806
H -2.082 -5.955 3.451
H 3.205 -0.974 -2.365
H -3.781 0.529 -4.572
H -1.146 -3.043 3.360
H -0.729 4.739 6.144
O 5.717 -0.228 1.442
H 1.045 4.682 -1.793
C -4.170 -2.966 -1.695
H -4.860 2.800 0.916
H -0.464 -5.570 0.051
H 3.535 -0.577 2.070
C -0.724 5.931 -1.527
H 0.436 6.296 4.803
N -2.166 1.192 -0.192
O 4.109 1.004 -2.918
H -3.081 -5.627 1.359
C -3.014 -3.259 -2.412
C 1.374 -2.076 1.146
H 5.413 -4.012 3.179
C 3.336 -4.294 -5.240
C -1.848 6.086 -0.490
H -1.919 3.327 2.371
H 5.283 -2.280 4.588
H 7.278 -1.498 0.202
C -3.872 3.612 -5.949
C -1.257 0.541 -2.984
H 6.713 0.269 -5.027
C -0.065 -0.119 4.098
H 0.830 7.168 -2.397


72
Properties=species:S:1:pos:R:3 method="wB97M-V/def2-TZVPD" fmax_ev_per_a=0.94 e_above_lowest_ev=0.7786 gap_ev=6.08
C -0.419 -1.276 4.096
N -1.020 0.784 -3.729
S -1.387 -3.624 4.155
C 3.882 2.287 -1.083
C -3.686 1.511 -2.666
H 5.482 -1.897 -3.055
H -0.868 2.281 -2.247
C 0.576 3.186 2.514
H -0.388 3.608 4.380
C 2.128 -1.784 -2.887
H -4.532 -0.662 -3.880
C -1.510 -5.076 1.495
C -1.163 -3.716 1.394
H -0.120 0.751 -1.834
H -2.817 2.153 1.166
H 1.569 3.429 2.864
C 1.578 2.625 0.294
C 4.291 -0.327 -2.230
C -1.007 1.199 -2.283
C -0.884 -2.217 4.969
H -0.985 -3.452 -1.863
O 5.968 4.085 -0.727
N -0.818 2.379 0.750
N 1.655 1.586 -0.552
N -3.406 1.090 -4.054
H -1.999 -1.606 -1.488
H -0.473 -1.183 -3.245
H -1.961 2.572 -4.350
C 2.997 0.127 -1.964
C 4.480 -1.539 -2.858
H -1.632 -5.523 2.473
C -0.518 3.278 3.357
C 3.762 3.423 -0.298
C -0.449 -1.634 2.696
C -1.768 2.923 2.878
P -2.552 0.755 -1.394
H -0.955 -2.156 6.045
C -1.233 -0.728 -3.871
C 2.819 1.407 -1.189
C 2.590 3.566 0.425
H 2.492 4.445 1.049
C -0.964 -2.902 2.610
H -4.718 1.244 -2.432
H -0.055 -0.321 4.464
H 4.826 2.161 -1.593
H -1.052 -0.947 -4.924
C -2.121 1.505 -4.501
C -3.543 -0.358 -4.218
K 0.342 -0.164 0.705
O 4.607 5.471 0.447
H -2.648 2.965 3.504
H 5.146 0.252 -1.917
C -1.676 -5.848 0.370
C 3.371 -2.297 -3.197
C 0.383 2.740 1.209
C -1.864 2.473 1.571
H -1.590 -5.825 -1.799
H -1.939 -6.894 0.464
N -2.540 -1.112 -3.471
H -3.446 -0.598 -5.278
H -0.107 1.010 -4.127
C -1.150 -3.930 -0.898
H 3.463 -3.266 -3.667
H -3.702 -1.359 -1.735
C -1.486 -5.267 -0.879
H -1.971 1.248 -5.550
C 4.897 4.459 -0.215
N -0.999 -3.154 0.180
H -3.621 2.600 -2.608
N 1.920 -0.599 -2.297
C -2.718 -0.977 -2.013
H 1.252 -2.383 -3.108